One molecule with the formula C9H17NO4S at a distorted geometry. Source: the OMol25 dataset; level of theory: ωB97M-V with the def2-TZVPD basis set.

Computed properties:
F_max, eV/A: 3.44
Charge: 0
SMILES: CCC[C@H](OC(C)=S)O[C@@H](C)C[N+](=O)[O-]
HOMO energy, hartree: -0.33346

XYZ file:
```
32
Properties=species:S:1:pos:R:3:forces:R:3
C 4.34929 0.14284 -0.30620 -1.50 1.31 2.28
C 3.07344 -0.72974 -0.20433 0.00 0.08 -2.16
C 1.73999 0.01464 -0.47488 1.53 1.72 -1.36
C 0.44819 -0.37252 0.20734 0.26 1.13 -0.04
O -0.11287 -1.34282 -0.73397 0.29 -1.62 2.59
C -0.57879 -2.50220 -0.13606 -1.99 1.32 -1.49
C -0.60821 -3.65989 -1.04254 0.17 0.23 -1.92
S -1.54598 -2.58745 1.14773 0.36 0.52 1.46
O -0.25465 0.84759 0.14190 -1.51 0.71 0.51
C -1.63378 1.10446 0.56402 -1.70 -2.02 0.46
C -1.83985 1.57474 2.05125 2.86 0.43 -1.86
C -2.13908 2.13824 -0.45902 0.74 0.15 -1.53
N -3.59720 2.64003 -0.33948 0.16 1.10 0.23
O -4.46532 1.81674 -0.10945 0.69 0.42 -0.14
O -3.80060 3.85670 -0.51500 0.56 -2.24 0.27
H 4.19227 1.03570 0.38225 0.13 -1.00 -0.42
H 4.38790 0.63751 -1.22969 0.51 0.25 -1.67
H 5.30176 -0.27324 0.02896 -0.30 -0.42 -0.44
H 3.12361 -1.58410 -0.86971 0.26 -0.15 -0.48
H 3.07849 -1.19203 0.71100 -0.25 -0.86 2.67
H 1.42820 0.00464 -1.59265 0.98 0.21 1.73
H 2.01850 1.07697 -0.20166 -0.90 -0.92 -0.29
H 0.59725 -0.71394 1.27452 -0.67 -0.25 -1.28
H -0.35348 -3.37552 -2.07671 0.05 -0.04 0.36
H 0.08702 -4.38864 -0.72262 0.88 -0.91 0.35
H -1.58798 -4.12568 -1.05781 0.00 0.05 0.15
H -2.29846 0.19872 0.43745 1.06 0.57 -0.06
H -1.55028 2.64467 1.95473 -0.57 -0.42 0.99
H -2.80909 1.35686 2.43161 -0.84 0.20 0.03
H -1.09368 1.06827 2.68907 -0.33 0.22 -0.25
H -2.08783 1.66045 -1.49456 -0.16 0.71 1.34
H -1.46882 3.02797 -0.45548 -0.77 -0.49 0.00
```
Positions in Å, forces in eV/Å.



C9H17NOS as an isolated structure at a distorted geometry. Source: the OMol25 dataset; level of theory: ωB97M-V with the def2-TZVPD basis set.

Computed properties:
F_max, eV/A: 4.74
Charge: 0
HOMO energy, hartree: -0.29967

XYZ file:
```
29
Properties=species:S:1:pos:R:3:forces:R:3
C 1.38015 0.68441 -2.36856 -0.29 1.11 0.98
C -0.32106 -1.41821 -0.33006 1.35 -2.18 2.40
C 0.75555 -1.42368 0.73955 -2.48 2.43 -3.23
C -1.12570 -2.45408 -0.52819 0.04 1.98 -1.36
C 1.37784 -0.27654 0.99275 -0.17 -1.92 0.42
C -2.19018 -2.59146 -1.55325 -0.44 0.48 -0.47
C 2.42317 -0.17584 2.03760 1.54 0.60 -1.58
C -1.45350 1.65112 -0.75451 -1.45 -3.99 1.45
C -0.59265 2.38958 1.49252 -0.80 -3.70 2.45
N -0.43062 1.54320 0.30312 -0.20 1.80 -0.67
O 2.12998 2.11673 0.46021 -0.75 0.13 -0.47
S 1.14891 1.15767 -0.07742 0.70 -0.45 -0.59
H 1.78080 -0.32330 -2.25725 0.10 -0.46 0.47
H 2.29314 1.32893 -2.39366 -0.38 -0.14 0.20
H -0.35265 -0.53772 -0.85353 -0.61 1.52 -1.50
H 0.90503 -2.32210 1.21522 0.58 -1.75 1.43
H -0.94168 -3.32679 -0.01855 0.41 -1.95 1.51
H -1.77142 -3.30716 -2.32203 -1.12 0.69 0.57
H -2.55618 -1.63228 -1.98957 0.91 -0.56 -0.07
H -3.10453 -2.92119 -1.04180 0.23 -0.75 -0.39
H 3.22175 0.27382 1.35919 -0.19 -0.05 1.88
H 2.84548 -1.15594 2.42247 -1.07 1.22 -0.26
H 2.00692 0.54639 2.75294 1.02 -0.28 0.33
H -1.13576 1.14128 -1.64973 0.44 0.12 -0.31
H -2.36393 1.00164 -0.38442 1.57 0.90 -0.50
H -1.94557 2.52783 -1.00923 0.10 2.45 -0.10
H -0.24884 1.76806 2.40110 0.08 0.81 -1.22
H -0.08311 3.29831 1.55959 0.67 1.53 -0.52
H -1.65134 2.43734 1.79550 0.20 0.43 -0.85
```
Positions in Å, forces in eV/Å.



Number 1: E_LUMO -0.14 eV. Number 2: E_LUMO 0.49 eV.